a:
An isolated molecule of C3H3NO3. Source: OMol25; level of theory: the ωB97M-V functional and the def2-TZVPD basis.

Values from the calculation:
- SMILES: Oc1coc(O)n1
- Kohn-Sham gap: 9.501 eV
- HOMO: -0.3244 Eh
- E_LUMO: 0.7 eV

Last columns: bonded neighbours and bond lengths (Å).
Cartesian coordinates (Å):
1 O -0.67250 -2.20139 -0.23066  C2 1.362, H8 0.952
2 C -0.10858 -0.96368 -0.16204  O1 1.362, C3 1.380, N7 1.405
3 C 0.91651 -0.50926 -0.96673  C2 1.380, O4 1.420, H9 1.133
4 O 1.06454 0.83304 -0.52865  C3 1.420, C5 1.288
5 C 0.04485 1.08377 0.21771  O4 1.288, O6 1.368, N7 1.256
6 O -0.25847 2.34312 0.65902  C5 1.368, H10 0.996
7 N -0.67536 0.10859 0.54771  C2 1.405, C5 1.256
8 H -1.23316 -2.05775 0.52564  O1 0.952
9 H 1.86363 -0.90939 -1.44319  C3 1.133
10 H -0.94148 2.27294 1.38120  O6 0.996

Listed below, in e, are the Mulliken charges computed for each atom: atom 1 (O): -0.47, atom 2 (C): 0.49, atom 3 (C): -0.37, atom 4 (O): -0.28, atom 5 (C): 0.67, atom 6 (O): -0.50, atom 7 (N): -0.56, atom 8 (H): 0.37, atom 9 (H): 0.28, atom 10 (H): 0.36

b:
An isolated molecule of C3H3NO3. Source: OMol25; level of theory: the ωB97M-V functional and the def2-TZVPD basis.

Values from the calculation:
- SMILES: O=c1ccon1O
- Kohn-Sham gap: 9.790 eV
- HOMO: -0.3473 Eh
- E_LUMO: 0.3 eV

Last columns: bonded neighbours and bond lengths (Å).
Cartesian coordinates (Å):
1 O -1.92346 0.24925 -0.00058  C2 1.159
2 C -0.82729 0.12234 -0.35349  O1 1.159, C3 1.464, N6 1.495
3 C -0.11018 -0.43616 -1.50139  C2 1.464, C4 1.262, H8 1.091
4 C 1.10530 -0.38145 -1.16690  C3 1.262, O5 1.375, H9 1.119
5 O 1.43076 0.15330 0.05782  C4 1.375, N6 1.353
6 N 0.24784 0.50311 0.61260  C2 1.495, O5 1.353, O7 1.422
7 O 0.03533 -0.16186 1.85102  N6 1.422, H10 1.201
8 H -0.59388 -0.96310 -2.32475  C3 1.091
9 H 1.86642 -1.01392 -1.68862  C4 1.119
10 H -0.35546 0.70132 2.58980  O7 1.201

Listed below, in e, are the Mulliken charges computed for each atom: atom 1 (O): -0.49, atom 2 (C): 0.51, atom 3 (C): -0.35, atom 4 (C): -0.21, atom 5 (O): -0.31, atom 6 (N): 0.24, atom 7 (O): -0.48, atom 8 (H): 0.36, atom 9 (H): 0.34, atom 10 (H): 0.40

Tell me which of them is the least stable. Sure, it is b.

a:
An isolated molecule of C3H3NO3. Source: OMol25; level of theory: the ωB97M-V functional and the def2-TZVPD basis.

Values from the calculation:
- SMILES: [H]/N=C(/C=O)OC=O
- Kohn-Sham gap: 10.728 eV
- HOMO: -0.3841 Eh
- E_LUMO: 0.3 eV

Last columns: bonded neighbours and bond lengths (Å).
Cartesian coordinates (Å):
1 H -2.08569 0.64093 -1.31770  N2 1.021
2 N -1.09191 0.72834 -1.53649  H1 1.021, C3 1.255
3 C -0.36568 0.32768 -0.59512  N2 1.255, C4 1.529, O6 1.399
4 C 1.15204 0.42521 -0.74864  C3 1.529, O5 1.202, H9 1.099
5 O 1.66379 1.50218 -0.89732  C4 1.202
6 O -0.93519 -0.14642 0.59118  C3 1.399, C7 1.354
7 C -0.19406 -0.81061 1.50886  O6 1.354, O8 1.198, H10 1.098
8 O 0.96587 -1.09288 1.40779  C7 1.198
9 H 1.72449 -0.51262 -0.77745  C4 1.099
10 H -0.83366 -1.06181 2.36489  C7 1.098

Listed below, in e, are the Mulliken charges computed for each atom: atom 1 (H): 0.29, atom 2 (N): -0.58, atom 3 (C): 0.59, atom 4 (C): -0.04, atom 5 (O): -0.41, atom 6 (O): -0.30, atom 7 (C): 0.20, atom 8 (O): -0.46, atom 9 (H): 0.33, atom 10 (H): 0.37

b:
An isolated molecule of C3H3NO3. Source: OMol25; level of theory: the ωB97M-V functional and the def2-TZVPD basis.

Values from the calculation:
- Kohn-Sham gap: 9.686 eV
- HOMO: -0.3819 Eh
- E_LUMO: -0.7 eV

Last columns: bonded neighbours and bond lengths (Å).
Cartesian coordinates (Å):
1 N -0.01316 0.85525 -0.39553  C2 1.294, C4 1.812, H8 1.013
2 C -0.51275 -0.26014 0.02936  N1 1.294, O3 1.274, C6 1.511
3 O 0.39068 -1.05463 0.44991  C2 1.274, C4 1.752
4 C 1.60115 0.11342 -0.04145  N1 1.812, O3 1.752, O5 1.179, H9 1.092
5 O 2.29517 0.54913 0.80668  C4 1.179
6 C -1.97245 -0.65062 0.04903  C2 1.511, O7 1.201, H10 1.108
7 O -2.31827 -1.73351 0.43797  C6 1.201
8 H -0.55062 1.60576 -0.81353  N1 1.013
9 H 1.83884 -0.26365 -1.03856  C4 1.092
10 H -2.68624 0.12089 -0.30107  C6 1.108

Listed below, in e, are the Mulliken charges computed for each atom: atom 1 (N): -0.39, atom 2 (C): 0.70, atom 3 (O): -0.44, atom 4 (C): 0.30, atom 5 (O): -0.47, atom 6 (C): -0.12, atom 7 (O): -0.39, atom 8 (H): 0.19, atom 9 (H): 0.35, atom 10 (H): 0.28

c:
An isolated molecule of C3H3NO3. Source: OMol25; level of theory: the ωB97M-V functional and the def2-TZVPD basis.

Values from the calculation:
- Kohn-Sham gap: 9.636 eV
- HOMO: -0.3471 Eh
- E_LUMO: 0.2 eV

Last columns: bonded neighbours and bond lengths (Å).
Cartesian coordinates (Å):
1 N -0.48363 1.32268 -0.80293  C2 1.242, H8 1.014
2 C -0.45944 0.12915 -0.45845  N1 1.242, O3 1.371, O7 1.391
3 O 0.55805 -0.76925 -0.26251  C2 1.371, C4 1.364
4 C 1.81204 -0.31516 0.02348  O3 1.364, O5 1.196, H9 1.097
5 O 2.13879 0.83033 0.12864  C4 1.196
6 C -1.89052 -0.42093 1.11155  O7 1.323, H10 1.109
7 O -1.65991 -0.51895 -0.18707  C2 1.391, C6 1.323
8 H 0.44602 1.71841 -0.88782  N1 1.014
9 H 2.47108 -1.18392 0.13883  C4 1.097
10 H -2.93248 -0.79234 1.19628  C6 1.109

Listed below, in e, are the Mulliken charges computed for each atom: atom 1 (N): -0.58, atom 2 (C): 0.74, atom 3 (O): -0.23, atom 4 (C): 0.17, atom 5 (O): -0.47, atom 6 (C): -0.27, atom 7 (O): -0.20, atom 8 (H): 0.31, atom 9 (H): 0.35, atom 10 (H): 0.18

Tell me which of them is the least stable. Sure, it is c.